1.
C5H15O3 | the ωB97M-V functional and the def2-TZVPD basis

```
23
Properties=species:S:1:pos:R:3:forces:R:3
C -0.846 1.781 0.632 0.4 1.6 1.3
O 0.497 1.670 0.698 3.3 -1.2 2.0
C -1.340 0.695 -0.350 -1.1 1.8 -0.8
C -0.151 -0.093 -1.000 -1.8 0.4 -0.8
C -0.769 -1.369 -1.807 -2.6 2.7 4.3
C -0.220 -1.467 -3.083 5.0 3.6 -3.8
H -1.228 1.805 1.708 -0.5 -0.6 -1.2
H -0.880 2.881 0.334 -1.5 -1.1 -0.5
H -2.052 1.293 -1.021 1.4 -0.9 -0.4
H -2.113 0.046 0.016 0.1 -0.9 1.0
H 0.593 -0.396 -0.238 -0.8 -0.1 -0.3
H 0.452 0.603 -1.652 -0.8 -0.8 0.3
H -1.998 -1.437 -1.842 3.0 0.5 0.3
H -0.418 -2.161 -1.183 -0.2 -1.1 0.3
H 0.952 -1.261 -3.129 -1.8 -0.9 0.8
H -0.384 -0.631 -3.829 -1.1 -1.0 0.7
H -0.329 -2.406 -3.439 -0.6 -2.9 -2.1
H 1.877 -0.237 3.787 1.5 -0.3 1.2
H 3.053 0.438 4.161 1.9 3.0 -0.9
O 2.752 -0.344 4.511 -3.2 -2.4 -0.3
H 0.798 0.988 1.577 -0.3 0.9 -0.9
H 0.676 -0.612 2.498 -0.9 -1.5 -0.5
O 1.078 0.213 2.652 0.5 1.2 0.3
```
Positions in Å, forces in eV/Å.

Computed properties:
- Kohn-Sham gap: 8.07 eV
- Net charge: -1
- HOMO energy: -4.61 eV
- Multiplicity: 1

***

2.
CH18O8 | the ωB97M-V functional and the def2-TZVPD basis

```
27
Properties=species:S:1:pos:R:3:forces:R:3
C 0.698 2.903 0.734 -0.6 0.1 0.5
O 2.115 2.869 0.774 0.1 0.0 -0.1
H 0.294 3.236 -0.223 0.1 -0.2 -0.1
H 0.324 1.902 0.950 0.1 -0.1 -0.2
H 0.269 3.544 1.518 0.2 0.0 -0.1
H 2.439 3.676 0.365 0.1 0.0 0.1
O -1.981 -3.099 1.036 0.0 0.1 0.1
H -2.160 -3.876 1.574 0.0 0.0 0.0
H -1.219 -2.670 1.451 0.1 -0.2 -0.1
O -0.268 -1.555 -3.688 0.2 0.0 0.1
H -0.287 -1.168 -2.799 -0.2 -0.1 -0.1
H -0.101 -0.821 -4.285 -0.1 0.0 0.0
O 2.303 -1.048 0.124 0.2 0.3 0.3
H 3.073 -1.420 -0.321 -0.1 -0.1 -0.1
H 2.661 -0.302 0.626 0.0 0.1 -0.3
O 0.259 -1.511 2.147 -0.1 0.1 0.1
H 0.824 -0.967 1.585 0.0 -0.3 0.0
H 0.792 -1.728 2.919 -0.1 0.0 0.0
O -0.337 -0.324 -0.984 0.1 -0.1 0.2
H -0.950 -0.222 -0.243 -0.1 -0.1 -0.1
H 0.443 -0.791 -0.640 -0.1 0.2 -0.1
O -2.284 -0.044 2.130 0.0 0.0 -0.1
H -3.101 -0.550 2.074 0.0 0.0 -0.1
H -1.593 -0.717 2.181 0.0 0.1 0.2
O -1.028 1.813 -2.937 0.0 -0.1 0.0
H -0.366 1.863 -3.632 0.0 0.0 0.0
H -0.820 1.008 -2.437 0.0 0.2 0.0
```
Positions in Å, forces in eV/Å.

Computed properties:
- Kohn-Sham gap: 10.50 eV
- Net charge: 0
- Structure (SMILES): CO.O.O.O.O.O.O.O
- HOMO energy: -10.59 eV
- Multiplicity: 1

***

3.
C40H31AsBrCl3GeN3OReS | the ωB97M-V functional and the def2-TZVPD basis

```
83
Properties=species:S:1:pos:R:3:forces:R:3
Re 0.532 -0.893 -0.339 1.0 -0.3 0.5
Br 1.207 1.508 6.769 0.0 0.0 0.0
C 1.139 1.214 4.914 0.2 0.2 0.1
C 1.942 1.993 4.055 0.0 0.0 0.0
C 1.912 1.796 2.700 0.1 0.1 -0.1
C 1.109 0.793 2.130 0.1 0.1 0.1
O 1.120 0.674 0.825 -0.3 -0.3 -0.4
C 0.303 0.016 2.992 0.1 0.1 0.1
C -0.590 -0.961 2.525 -0.3 -0.2 -0.1
N -0.670 -1.450 1.312 0.0 -0.1 -0.1
C -1.653 -2.449 1.025 0.1 0.2 0.1
C -2.309 -3.233 1.934 -0.1 -0.1 0.1
C -3.266 -4.175 1.505 0.1 0.0 0.1
C -3.551 -4.328 0.178 0.0 0.0 0.0
C -2.850 -3.565 -0.782 0.0 -0.1 0.0
C -3.033 -3.709 -2.176 0.0 0.0 0.0
C -2.280 -2.966 -3.039 -0.1 0.0 -0.1
C -1.309 -2.100 -2.528 0.0 0.0 0.0
N -1.107 -1.940 -1.228 0.2 0.0 -0.2
C -1.888 -2.646 -0.341 -0.1 0.1 -0.2
C 0.323 0.262 4.394 -0.1 -0.1 -0.1
H 2.586 2.752 4.481 0.0 0.0 0.0
H 2.506 2.404 2.029 0.0 0.0 0.0
H -1.300 -1.328 3.262 0.0 -0.1 0.0
H -2.093 -3.165 2.992 0.0 0.0 0.0
H -3.773 -4.781 2.244 0.0 0.0 0.0
H -4.295 -5.041 -0.154 0.0 0.0 0.0
H -3.761 -4.420 -2.547 0.0 0.0 0.0
H -2.387 -3.060 -4.112 0.0 0.0 0.0
H -0.659 -1.543 -3.188 0.0 0.0 0.0
H -0.307 -0.328 5.049 0.0 0.0 -0.1
S 2.037 -0.434 -2.111 -0.4 -0.1 0.1
C 1.525 0.917 -3.121 0.0 0.1 0.0
C 2.323 1.231 -4.218 0.0 0.0 0.0
C 1.963 2.281 -5.048 0.0 0.0 0.0
C 0.814 3.020 -4.790 0.0 0.0 0.0
C 0.019 2.707 -3.698 0.0 0.0 0.0
C 0.379 1.658 -2.861 0.0 0.0 0.0
As -0.684 1.185 -1.338 -0.2 0.4 -0.3
C -2.487 1.469 -2.020 0.0 0.0 0.2
C -3.065 2.716 -1.781 -0.1 -0.1 0.0
C -4.276 3.045 -2.378 0.0 0.0 0.0
C -4.916 2.139 -3.209 0.0 0.0 0.0
C -4.342 0.899 -3.447 0.0 0.0 0.0
C -3.133 0.565 -2.858 -0.1 0.1 0.1
C -0.523 2.633 -0.084 0.0 -0.1 0.1
C -1.347 2.602 1.040 0.1 0.1 0.0
C -1.248 3.606 1.990 0.0 0.0 0.0
C -0.325 4.633 1.817 0.0 0.0 0.0
C 0.498 4.653 0.700 0.0 0.0 0.0
C 0.405 3.647 -0.257 0.0 0.0 0.0
H 3.216 0.651 -4.418 0.0 0.0 0.0
H 2.580 2.521 -5.904 0.0 0.0 0.0
H 0.535 3.837 -5.443 0.0 0.0 0.0
H -0.881 3.276 -3.501 0.0 0.0 0.0
H -2.585 3.435 -1.137 0.0 0.1 0.0
H -4.713 4.016 -2.190 0.0 0.0 0.0
H -5.859 2.399 -3.671 0.0 0.0 0.0
H -4.833 0.190 -4.102 0.0 0.0 0.0
H -2.709 -0.397 -3.068 0.1 -0.1 -0.1
H -2.078 1.809 1.160 0.0 0.0 0.0
H -1.891 3.593 2.861 0.0 0.0 0.0
H -0.256 5.424 2.553 0.0 0.0 0.0
H 1.214 5.454 0.568 0.0 0.0 0.0
H 1.042 3.667 -1.132 0.0 0.0 0.0
C 5.376 -1.970 3.820 0.0 0.0 -0.1
C 4.316 -1.834 2.771 0.1 0.0 0.1
C 3.157 -2.602 2.788 0.0 0.0 0.0
C 2.199 -2.427 1.814 0.1 0.1 -0.1
N 2.332 -1.532 0.817 -0.4 0.0 0.4
C 3.466 -0.806 0.771 0.0 -0.1 0.0
C 4.456 -0.934 1.714 0.0 0.0 0.0
H 5.081 -2.661 4.607 0.0 0.0 0.0
H 5.594 -0.999 4.268 0.0 0.0 0.0
H 6.303 -2.331 3.371 0.0 0.0 0.0
H 2.996 -3.346 3.558 0.0 0.0 0.0
H 1.308 -3.036 1.810 0.0 0.0 0.0
H 3.569 -0.110 -0.046 -0.1 0.0 0.0
H 5.347 -0.325 1.625 0.0 0.0 0.0
Cl 0.971 -3.786 -3.228 0.2 -0.2 -0.1
Ge 1.466 -3.284 -1.206 -0.3 0.6 0.1
Cl 0.508 -4.797 0.003 0.0 -0.1 0.0
Cl 3.563 -3.596 -1.042 0.1 -0.1 -0.1
```
Positions in Å, forces in eV/Å.

Computed properties:
- Kohn-Sham gap (alpha / beta): 6.71 / 5.74 eV
- Net charge: +2
- HOMO energy (alpha / beta): -13.22 / -13.40 eV
- Multiplicity: 3
- ⟨S²⟩: 2.033

***

4.
C4H7O2Tm | the ωB97M-V functional and the def2-TZVPD basis

```
14
Properties=species:S:1:pos:R:3:forces:R:3
H -1.826 -2.775 -2.592 0.1 0.0 0.0
O 0.638 -0.527 -2.139 -0.8 -0.8 0.5
C 1.104 0.226 -1.317 0.5 0.4 0.0
C 0.277 1.006 -0.329 0.3 0.2 -0.5
C 0.516 0.562 1.119 -0.6 1.0 0.5
C -0.637 -0.195 1.662 0.7 0.8 1.2
O -1.299 -1.006 1.028 -0.5 -0.9 -1.2
Tm -1.864 -2.150 -0.810 0.4 0.3 -0.2
H 2.204 0.400 -1.270 -0.3 -0.1 -0.1
H -0.781 0.937 -0.608 0.1 0.1 0.0
H 0.589 2.059 -0.447 -0.2 -0.3 0.2
H 0.587 1.455 1.770 0.3 -0.5 -0.2
H 1.441 -0.016 1.235 0.0 0.0 0.2
H -0.948 0.024 2.699 0.1 -0.3 -0.2
```
Positions in Å, forces in eV/Å.

Computed properties:
- Kohn-Sham gap (alpha / beta): 7.73 / 7.03 eV
- Net charge: +2
- HOMO energy (alpha / beta): -18.08 / -18.08 eV
- Multiplicity: 3
- ⟨S²⟩: 2.005

***

5.
C4H5NO2 | the ωB97M-V functional and the def2-TZVPD basis

```
12
Properties=species:S:1:pos:R:3:forces:R:3
O 0.411 -0.643 2.203 -0.4 0.4 -0.1
C -0.580 -0.005 1.946 0.4 -0.3 0.3
C -0.952 0.458 0.538 -0.2 0.0 -0.2
O -2.127 0.643 0.298 0.4 -0.1 0.1
N 0.062 0.641 -0.367 -0.2 0.0 0.2
C 0.139 -0.047 -1.633 -0.1 0.0 -0.3
C 1.218 -0.187 -0.608 0.2 -0.1 0.1
H -1.367 0.212 2.693 0.1 0.0 -0.1
H 0.285 0.566 -2.516 0.0 -0.1 0.2
H -0.542 -0.888 -1.757 0.1 0.2 0.0
H 1.310 -1.118 -0.059 -0.1 0.1 -0.1
H 2.144 0.369 -0.738 -0.2 -0.1 0.0
```
Positions in Å, forces in eV/Å.

Computed properties:
- Kohn-Sham gap: 9.74 eV
- Net charge: 0
- Structure (SMILES): O=CC(=O)N1CC1
- HOMO energy: -9.93 eV
- Multiplicity: 1

***

6.
C2H6NO3 | the ωB97M-V functional and the def2-TZVPD basis

```
12
Properties=species:S:1:pos:R:3:forces:R:3
C -1.498 -0.633 -1.334 0.1 0.6 -0.9
N -1.043 -0.222 -0.047 0.3 -0.6 0.7
C 0.228 0.440 0.084 -1.0 0.3 -0.7
O 1.108 0.061 -0.708 0.6 -0.1 0.1
O 0.241 1.361 0.929 0.4 -0.1 0.7
H -1.826 0.232 -1.947 0.1 -0.1 0.0
H -0.663 -1.092 -1.861 0.1 0.1 0.0
H -2.326 -1.338 -1.392 -0.1 -0.2 0.7
H -1.672 0.042 0.687 -0.4 0.3 -0.3
H 2.431 -0.076 1.255 0.2 0.1 -0.2
H 2.174 0.943 2.276 0.0 0.1 -0.1
O 2.846 0.281 2.058 -0.3 -0.1 0.0
```
Positions in Å, forces in eV/Å.

Computed properties:
- Kohn-Sham gap: 8.35 eV
- Net charge: -1
- HOMO energy: -4.18 eV
- Multiplicity: 1

***

7.
CH2NO2 | the ωB97M-V functional and the def2-TZVPD basis

```
6
Properties=species:S:1:pos:R:3:forces:R:3
H -0.493 1.815 -0.235 -0.1 0.0 0.0
N -0.723 0.905 -0.627 -0.2 0.1 0.0
C 0.007 0.063 0.044 0.4 -0.1 -0.4
O 0.851 0.209 0.958 0.2 0.3 0.6
O -0.111 -1.269 -0.381 -0.4 -0.4 -0.1
H 0.470 -1.723 0.241 0.0 0.1 -0.1
```
Positions in Å, forces in eV/Å.

Computed properties:
- Kohn-Sham gap: 7.76 eV
- Net charge: -1
- Structure (SMILES): [H]/N=C(\[O-])O
- HOMO energy: -3.24 eV
- Multiplicity: 1

***

One value per record, in order, for ΔE to the lowest compared entry with this formula, charge and spin: 2.661; 0.036; 1.567; 0.000; 1.991; 0.239; 0.577 eV.
One value per record, in order, for total energy: -11568.956; -17709.045; -286422.698; -37865.421; -9812.324; -9805.961; -6655.800 eV.